[1]
Formula: C10H12ClNOS2
Source: the Open Molecules 2025 dataset
Level of theory: ωB97M-V with the def2-TZVPD basis set

Element x y z (Å)
C: -2.48 -0.37 1.22
C: -2.90 1.02 -0.72
C: -3.79 -0.59 1.36
C: -4.23 0.87 -0.53
C: -2.01 0.40 0.15
C: -4.64 0.10 0.55
C: -0.56 0.41 -0.06
C: 0.40 -0.20 0.73
C: 2.67 0.90 -1.23
C: 2.82 0.36 0.11
N: 3.62 -1.69 -1.23
O: 4.23 -1.31 1.34
S: 3.44 1.38 1.33
S: 3.12 -1.50 0.41
Cl: -6.34 -0.28 0.67
H: -1.77 -0.83 1.73
H: -2.64 1.66 -1.64
H: -4.27 -1.30 2.11
H: -4.97 1.30 -1.18
H: -0.09 0.72 -1.02
H: 0.32 -0.78 1.67
H: 2.59 0.08 -1.90
H: 1.79 1.65 -1.25
H: 3.59 1.48 -1.52
H: 3.66 -2.65 -1.54
H: 4.33 -1.14 -1.63
H: 4.10 0.31 2.09

E_HOMO (spin up / spin down) in eV: -7.633 / -8.027
HOMO-LUMO gap (spin up / spin down) in eV: 7.4 / 7.8
Net charge: 0
Multiplicity: 1
Lowest unoccupied orbital energy (spin up / spin down) in eV: -0.2 / -0.2



[2]
Formula: C2H8NO2
Source: the Open Molecules 2025 dataset
Level of theory: ωB97M-V with the def2-TZVPD basis set

Element x y z (Å)
C: -1.12 -0.26 -0.22
O: -0.21 -0.25 -1.25
C: -0.45 -0.18 1.21
N: 0.45 -1.36 1.24
H: -1.87 0.55 -0.35
H: -1.62 -1.24 -0.19
H: 0.10 0.73 1.40
H: -1.28 -0.34 1.91
H: 0.58 -1.64 0.27
H: 1.36 -1.04 1.56
H: 0.84 2.20 -1.62
H: 0.57 0.83 -1.06
O: 1.13 1.73 -0.83

E_HOMO in eV: -3.428
HOMO-LUMO gap in eV: 8.1
Relative energy (zero: lowest compared OMol25 entry of this formula, charge and spin) in kcal per mole: 5.95
Net charge: -1
Multiplicity: 1
Lowest unoccupied orbital energy in eV: 4.7



[3]
Formula: C41H46AsNO4OsSe2
Source: the Open Molecules 2025 dataset
Level of theory: ωB97M-V with the def2-TZVPD basis set

Element x y z (Å)
Os: -0.80 -0.19 0.05
O: -1.49 0.07 1.90
C: -2.15 1.18 2.40
C: -3.08 1.75 1.30
C: -2.31 2.47 0.23
C: -2.58 3.81 0.02
C: -1.94 4.49 -1.00
C: -1.03 3.79 -1.77
C: -0.76 2.46 -1.47
C: 0.29 1.76 -2.26
C: -0.12 0.35 -2.77
O: -0.02 -0.54 -1.71
C: 0.89 -0.01 -3.87
C: 2.25 0.12 -3.61
C: 3.20 -0.21 -4.56
C: 2.79 -0.62 -5.82
C: 1.44 -0.71 -6.11
C: 0.50 -0.43 -5.13
C: -1.53 0.27 -3.34
C: -2.17 1.32 -3.97
C: -3.44 1.15 -4.50
C: -4.08 -0.08 -4.41
C: -3.44 -1.14 -3.80
C: -2.18 -0.96 -3.26
N: -1.38 1.80 -0.48
C: -2.94 0.68 3.62
C: -2.21 0.32 4.75
C: -2.84 -0.22 5.85
C: -4.21 -0.41 5.85
C: -4.94 -0.07 4.72
C: -4.31 0.48 3.62
C: -1.18 2.27 2.85
C: 0.14 2.26 2.41
C: 1.03 3.23 2.85
C: 0.60 4.20 3.73
C: -0.71 4.22 4.17
C: -1.60 3.25 3.73
H: -3.80 2.44 1.74
H: -3.61 0.90 0.85
H: -3.31 4.31 0.64
H: -2.14 5.53 -1.19
H: -0.50 4.27 -2.58
H: 1.14 1.59 -1.59
H: 0.62 2.39 -3.09
H: 2.58 0.48 -2.65
H: 4.25 -0.14 -4.33
H: 3.53 -0.86 -6.57
H: 1.12 -1.01 -7.09
H: -0.55 -0.54 -5.37
H: -1.69 2.28 -4.08
H: -3.94 1.98 -4.99
H: -5.07 -0.21 -4.82
H: -3.92 -2.10 -3.74
H: -1.66 -1.79 -2.79
H: -1.14 0.46 4.75
H: -2.25 -0.49 6.72
H: -4.71 -0.82 6.72
H: -6.01 -0.22 4.71
H: -4.91 0.75 2.76
H: 0.48 1.48 1.72
H: 2.05 3.20 2.51
H: 1.29 4.95 4.09
H: -1.04 4.97 4.87
H: -2.61 3.25 4.09
O: 6.72 -1.87 -1.78
C: 6.25 -2.48 -0.60
C: 4.78 -2.08 -0.33
C: 4.38 -2.75 1.01
O: 3.01 -2.87 1.22
C: 4.70 -0.56 -0.23
Se: 2.93 0.18 0.25
C: 3.94 -2.59 -1.50
Se: 2.04 -2.08 -1.43
H: 7.57 -2.27 -2.00
H: 6.86 -2.16 0.26
H: 6.30 -3.57 -0.68
H: 4.85 -2.17 1.83
H: 4.78 -3.77 1.06
H: 2.64 -1.96 1.27
H: 4.99 -0.12 -1.19
H: 5.39 -0.20 0.54
H: 3.99 -3.68 -1.55
H: 4.34 -2.17 -2.42
C: -2.33 -2.87 1.95
As: -0.58 -2.33 1.23
C: 0.03 -4.13 0.73
C: 0.39 -2.12 2.92
H: -2.21 -3.70 2.66
H: -3.01 -3.19 1.16
H: -2.78 -2.02 2.46
H: -0.09 -4.79 1.59
H: 1.08 -4.10 0.45
H: -0.54 -4.53 -0.11
H: 1.20 -2.85 3.00
H: -0.30 -2.23 3.76
H: 0.82 -1.12 2.97

E_HOMO (spin up / spin down) in eV: -7.092 / -7.079
HOMO-LUMO gap (spin up / spin down) in eV: 5.6 / 5.6
Net charge: 0
Multiplicity: 1
Lowest unoccupied orbital energy (spin up / spin down) in eV: -1.5 / -1.5